# 1
Density functional theory data (ωB97M-V/def2-TZVPD) for a cluster of 2 separate species, C3H8S in total at a distorted geometry.

Computed properties:
HOMO-LUMO gap = 10.63 eV
LUMO energy = 0.94 eV
Structure (SMILES) = C=CC.S

Atoms and positions in Å:
1 C -1.13879 -1.44240 3.02118
2 C -1.45044 -0.41373 2.23828
3 C -0.51126 0.17060 1.22555
4 H -1.83821 -1.83471 3.73640
5 H -0.16391 -1.91400 2.94639
6 H -2.42815 0.05998 2.32444
7 H 0.45726 -0.30656 1.36546
8 H -0.88725 0.03536 0.22208
9 H -0.35371 1.22996 1.45168
10 S 3.27402 1.63249 -6.50299
11 H 3.00325 1.53135 -5.19168
12 H 2.03717 1.25168 -6.83678

Results of the Mulliken charge analysis, in e, for atoms 1 through 4: atom 1 (C): -0.7353, atom 2 (C): 0.1253, atom 3 (C): -0.9417, atom 4 (H): 0.2557

***

# 2
Density functional theory data (ωB97M-V/def2-TZVPD) for a cluster of 3 separate species, C2H2FI3O in total at a distorted geometry.

Computed properties:
HOMO-LUMO gap (spin up / spin down) = 5.93 / 5.65 eV
LUMO energy (spin up / spin down) = -3.14 / -3.42 eV

Atoms and positions in Å:
1 C -0.34640 -0.58334 0.53468
2 C 0.30277 0.11231 -0.37730
3 O 0.09732 1.41118 -0.60528
4 F 0.98497 -0.49231 -1.45278
5 I 0.02012 -2.64791 0.70094
6 I 2.79103 0.65302 2.29236
7 I -3.47466 0.22914 -0.96667
8 H -0.69365 -0.13572 1.43098
9 H 0.31850 1.45363 -1.55693

Results of the Mulliken charge analysis, in e, for atoms 1 through 4: atom 1 (C): -0.8410, atom 2 (C): 0.5673, atom 3 (O): -0.3941, atom 4 (F): -0.2633

***

# 3
Density functional theory data (ωB97M-V/def2-TZVPD) for a cluster of 2 separate species, C3H11NOS2 in total at a distorted geometry.

Computed properties:
⟨S²⟩ = 0.755
HOMO-LUMO gap (spin up / spin down) = 9.40 / 5.61 eV
LUMO energy (spin up / spin down) = -4.24 / -7.55 eV
Total charge = +1
Multiplicity = 2

Atoms and positions in Å:
1 S -2.56812 0.08495 -0.85486
2 S -2.15522 0.19230 1.09535
3 C -1.00392 -1.19473 1.26956
4 C 0.20781 -1.00613 0.38897
5 N 0.62976 0.38669 0.52236
6 C 2.05891 0.55430 0.85182
7 H -3.41764 1.13128 -0.86980
8 H -0.77387 -1.14946 2.32728
9 H -1.57362 -2.10905 1.11168
10 H -0.00350 -1.35114 -0.63116
11 H 0.98284 -1.67307 0.74845
12 H 0.53078 0.86299 -0.37754
13 H 2.33233 -0.14843 1.63422
14 H 2.20571 1.54578 1.25826
15 H 2.68227 0.37966 -0.03541
16 H 0.14814 1.67546 -3.39232
17 H -0.57162 0.72531 -2.41451
18 O 0.28895 1.09328 -2.63234

Results of the Mulliken charge analysis, in e, for atoms 1 through 4: atom 1 (S): -0.0524, atom 2 (S): 0.2658, atom 3 (C): -0.6793, atom 4 (C): -0.5292

***

# 4
Density functional theory data (ωB97M-V/def2-TZVPD) for a structure of composition C12H46HgO16 at a distorted geometry.

Computed properties:
HOMO-LUMO gap = 1.78 eV
LUMO energy = -6.08 eV

Atoms and positions in Å:
1 Hg -2.96483 -7.81893 0.62350
2 C -1.35854 -0.38212 -1.60275
3 C -2.28959 -1.49094 -1.13154
4 O -1.62213 -2.71932 -0.98890
5 H -0.54219 -0.21663 -0.89970
6 H -1.96588 0.52239 -1.63594
7 H -0.93600 -0.70203 -2.55522
8 H -3.19738 -1.61275 -1.72245
9 H -2.60521 -1.16057 -0.14192
10 C -4.48506 -4.68823 6.72791
11 C -4.27468 -6.18791 6.33744
12 O -3.12228 -6.45941 5.58073
13 H -5.39046 -4.54351 7.31732
14 H -4.60302 -4.11738 5.80687
15 H -3.60018 -4.37817 7.28375
16 H -5.18830 -6.46869 5.81347
17 H -4.38441 -6.77156 7.25145
18 C 3.74883 -3.57247 -8.81694
19 C 4.35867 -3.92675 -7.39298
20 O 3.94343 -5.16416 -6.92317
21 O 4.37043 -4.38825 -9.76592
22 H 3.95344 -2.53143 -9.06689
23 H 2.68702 -3.80952 -8.75007
24 H 4.00535 -3.16305 -6.70015
25 H 5.43687 -3.76697 -7.38491
26 H 2.99740 -5.27920 -6.80749
27 H 4.07495 -5.28897 -9.61428
28 C 1.08502 7.52735 -4.22208
29 C -0.15644 8.13034 -4.88448
30 O 0.08233 8.95913 -5.96178
31 O 1.87261 8.60765 -3.67412
32 H 1.78080 7.17779 -4.98483
33 H 0.85331 6.80849 -3.43618
34 H -0.70178 8.76498 -4.18596
35 H -0.64943 7.21576 -5.21404
36 H 1.02213 9.10047 -6.09743
37 H 2.42442 8.97905 -4.36634
38 C -2.83552 4.43700 6.15933
39 C -2.50261 3.17115 5.25406
40 O -3.36627 3.12619 4.11328
41 O -3.93493 4.26265 6.98716
42 H -2.93938 5.37374 5.61175
43 H -1.99268 4.75881 6.77102
44 H -2.52370 2.15420 5.64580
45 H -1.47352 3.35458 4.94514
46 H -3.10267 2.35860 3.60052
47 H -3.77750 3.47493 7.51282
48 C 5.36823 4.73188 2.71372
49 C 5.55218 4.52147 4.19444
50 O 4.38919 4.44367 5.02173
51 O 5.28454 6.16287 2.42378
52 H 4.51691 4.16371 2.33883
53 H 6.25945 4.29947 2.25890
54 H 6.36597 5.10757 4.62143
55 H 5.97512 3.52316 4.30665
56 H 4.50997 5.11114 5.70105
57 H 5.08903 6.37551 1.50827
58 O -8.40743 -1.13132 2.98349
59 H -8.07184 -1.40391 2.12950
60 H -8.27700 -0.18321 3.00109
61 O 1.27201 -3.21956 4.14735
62 H 0.70924 -3.92677 4.46258
63 H 0.90206 -2.97896 3.29795
64 O -7.02270 -6.53370 0.40352
65 H -7.73782 -7.09805 0.69739
66 H -7.43386 -5.92550 -0.21069
67 O 6.20405 -0.84768 -1.78623
68 H 6.71762 -1.57358 -2.14056
69 H 5.53453 -1.26827 -1.24671
70 O 3.59454 -4.96226 -1.35721
71 H 2.64413 -4.84987 -1.33928
72 H 3.80564 -5.07318 -2.28423
73 O -1.08521 -5.32209 -5.55811
74 H -1.10118 -4.95511 -4.67419
75 H -1.76749 -4.84355 -6.02899

Results of the Mulliken charge analysis, in e, for atoms 1 through 4: atom 1 (Hg): 0.0133, atom 2 (C): -0.8687, atom 3 (C): -0.1465, atom 4 (O): -0.4009

***

# 5
Density functional theory data (ωB97M-V/def2-TZVPD) for the ion C4H9N4O2 with charge +1 at a distorted geometry.

Computed properties:
HOMO-LUMO gap = 7.26 eV
LUMO energy = -5.10 eV
Total charge = +1
Structure (SMILES) = C=[N+](O)OC1=NCCN1N

Atoms and positions in Å:
1 C 1.42620 -2.24784 1.49760
2 N 0.68556 -1.25605 1.96415
3 O 0.62619 -1.21500 3.32902
4 O -0.04915 -0.27387 1.32013
5 C 0.03030 0.04626 0.05110
6 N 0.62891 -0.60098 -0.86365
7 C 0.41991 0.04062 -2.15510
8 C -0.50589 1.21035 -1.82369
9 N -0.55704 1.20330 -0.37101
10 N -1.59282 1.70257 0.42174
11 H 1.90554 -2.84114 2.29018
12 H 1.52173 -2.51614 0.47431
13 H -0.24217 -0.70635 3.61332
14 H 0.04175 -0.53638 -2.97289
15 H 1.43347 0.36121 -2.56123
16 H -0.19983 2.20710 -2.37347
17 H -1.57246 1.06655 -2.18155
18 H -2.37743 1.65584 -0.26780
19 H -1.62279 2.69996 0.60884

Results of the Mulliken charge analysis, in e, for atoms 1 through 4: atom 1 (C): -0.2704, atom 2 (N): 0.5324, atom 3 (O): -0.4222, atom 4 (O): -0.2849

***

# 6
Density functional theory data (ωB97M-V/def2-TZVPD) for a structure of composition C18H42FN4O3Si2.

Computed properties:
HOMO-LUMO gap = 7.90 eV
LUMO energy = -2.25 eV
Total charge = +1

Atoms and positions in Å:
1 C 0.66245 2.80394 -2.41133
2 C 1.79469 1.79528 -2.19546
3 C 1.29164 0.42701 -1.81106
4 O 1.67208 -0.21719 -0.85538
5 O 0.36070 -0.00737 -2.65974
6 C -0.36843 -1.20207 -2.28171
7 C -1.44555 -1.44392 -3.31154
8 Si -2.43125 -2.99062 -2.93356
9 O -3.46151 -2.63839 -1.68940
10 Si -5.06506 -2.27854 -1.77044
11 F -5.16544 -0.87950 -2.57190
12 C -5.76740 -2.16034 -0.06396
13 C -5.92337 -0.76404 0.56356
14 C -4.66106 0.11365 0.50573
15 C -4.77200 1.36171 -0.36876
16 N -5.92101 2.20049 -0.01776
17 C -7.01768 2.37046 -0.86418
18 N -7.82695 3.34766 -0.83799
19 N -7.27000 1.28433 -1.71400
20 H 0.24929 2.71956 -3.41304
21 H -0.15149 2.64635 -1.70400
22 H 1.03097 3.82010 -2.28183
23 H 2.47499 2.12017 -1.40972
24 H 2.35950 1.68004 -3.12409
25 H 0.33722 -2.02986 -2.20880
26 H -0.79432 -1.02631 -1.29234
27 H -1.00792 -1.48208 -4.31159
28 H -2.16187 -0.61745 -3.28558
29 H -1.53461 -4.07518 -2.47960
30 H -3.19994 -3.42619 -4.11740
31 H -5.72579 -3.27307 -2.63406
32 H -5.13600 -2.79653 0.56589
33 H -6.74623 -2.64926 -0.10213
34 H -6.75441 -0.24758 0.08607
35 H -6.21216 -0.89752 1.60624
36 H -4.42091 0.45778 1.51434
37 H -3.79810 -0.47394 0.17025
38 H -3.87351 1.96349 -0.21480
39 H -4.78174 1.09590 -1.42511
40 H -5.63088 3.09991 0.33494
41 H -7.60094 4.00610 -0.09643
42 H -8.15320 1.45638 -2.17774
43 H -6.55038 1.09140 -2.39749
44 C 4.70619 -0.11988 5.11563
45 C 4.97514 1.08874 4.22284
46 C 4.64731 0.93708 2.74461
47 N 5.52013 -0.01379 1.93562
48 C 6.93128 -0.01128 2.41243
49 C 4.94231 -1.42361 1.98932
50 C 4.07792 -1.53316 0.75346
51 C 4.90504 -0.81117 -0.30295
52 C 5.47648 0.38164 0.45152
53 H 5.26053 -1.00919 4.81356
54 H 5.00024 0.10149 6.14024
55 H 3.64458 -0.37271 5.12494
56 H 5.99977 1.44034 4.35197
57 H 4.34575 1.91725 4.55516
58 H 4.72675 1.90847 2.26055
59 H 3.62575 0.57974 2.60748
60 H 6.98063 -0.41494 3.41913
61 H 7.31727 1.00537 2.39470
62 H 7.51306 -0.63740 1.74008
63 H 5.77880 -2.12100 1.95715
64 H 4.41277 -1.54313 2.92847
65 H 3.11859 -1.03225 0.88843
66 H 3.87444 -2.57098 0.49865
67 H 4.29514 -0.48589 -1.14228
68 H 5.70153 -1.45112 -0.68525
69 H 4.83558 1.25399 0.36163
70 H 6.48463 0.65265 0.14981

Results of the Mulliken charge analysis, in e, for atoms 1 through 4: atom 1 (C): -1.1958, atom 2 (C): -0.1136, atom 3 (C): 0.5757, atom 4 (O): -0.6012

***

> What is the formula in the first record?

C3H8S